The following is a DFT calculation (ωB97M-V/def2-TZVPD) of a cluster of 23 separate species, C46H33Cl88IN2O4P2S3 in total in a non-equilibrium geometry.

```
179
C46H33Cl88IN2O4P2S3 ωB97M-V/def2-TZVPD
C 0.53 1.31 2.54
C 1.05 1.38 1.09
P 0.63 -0.13 0.10
C 1.69 0.01 -1.41
C -1.20 0.03 -0.35
P -1.77 1.81 -0.30
N -1.08 2.74 -1.36
O -1.83 -0.48 0.89
S -2.40 -1.96 0.80
O -1.56 -2.94 1.39
O -3.75 -1.91 1.22
O -2.24 -2.13 -0.78
C -1.84 -0.88 -1.43
C -3.18 -0.30 -1.93
C -4.06 -1.23 -2.76
C -5.33 -0.45 -3.12
I -5.26 0.33 -5.13
C -1.04 -1.35 -2.64
C -0.94 -0.31 -3.78
C 0.33 -0.50 -4.63
S 0.43 0.58 -6.07
C 0.87 2.16 -5.49
S 1.15 2.55 -3.94
N 0.94 3.09 -6.57
C -0.08 4.12 -6.49
C -0.07 5.16 -5.57
C -1.06 6.12 -5.61
C -2.07 6.08 -6.57
C -2.09 5.03 -7.48
C -1.09 4.06 -7.43
C 2.25 3.60 -6.84
C 2.35 4.68 -7.71
C 3.58 5.22 -8.07
C 4.74 4.65 -7.55
C 4.68 3.59 -6.67
C 3.43 3.07 -6.33
H 1.33 1.68 3.19
H 0.32 0.30 2.88
H -0.31 1.97 2.72
H 2.14 1.35 1.15
H 0.81 2.31 0.58
H 1.14 0.52 -2.20
H 2.61 0.55 -1.23
H 1.92 -0.98 -1.78
H -1.53 2.16 1.04
H -3.17 1.84 -0.41
H -0.45 2.19 -1.93
H -3.78 0.00 -1.06
H -3.01 0.62 -2.49
H -4.40 -2.10 -2.20
H -3.59 -1.57 -3.68
H -5.46 0.43 -2.49
H -6.22 -1.06 -3.01
H -0.07 -1.78 -2.38
H -1.61 -2.17 -3.06
H -1.79 -0.41 -4.46
H -0.96 0.72 -3.41
H 1.25 -0.47 -4.06
H 0.28 -1.51 -5.05
H 0.71 5.23 -4.83
H -1.07 6.95 -4.91
H -2.87 6.82 -6.65
H -2.85 4.96 -8.25
H -1.09 3.26 -8.15
H 1.48 5.13 -8.16
H 3.62 6.07 -8.77
H 5.70 5.04 -7.84
H 5.58 3.17 -6.25
H 3.41 2.24 -5.64
C -1.52 -5.84 -3.23
Cl -0.75 -4.73 -4.37
Cl -0.85 -7.46 -3.45
Cl -1.24 -5.28 -1.57
Cl -3.26 -5.90 -3.54
C -9.08 -2.70 -3.93
Cl -7.45 -3.38 -4.01
Cl -10.24 -3.91 -4.48
Cl -9.45 -2.25 -2.26
Cl -9.18 -1.27 -4.96
C -0.51 -9.59 0.36
Cl -0.03 -10.82 -0.82
Cl -2.15 -9.93 0.92
Cl 0.59 -9.60 1.74
Cl -0.47 -8.00 -0.41
C 1.82 6.91 -11.93
Cl 2.52 6.28 -10.42
Cl 1.52 8.64 -11.76
Cl 2.95 6.62 -13.26
Cl 0.29 6.08 -12.26
C -7.88 -3.11 -8.34
Cl -9.61 -3.36 -8.08
Cl -7.35 -1.65 -7.49
Cl -6.98 -4.49 -7.70
Cl -7.56 -2.94 -10.07
C -5.74 -8.34 -7.12
Cl -5.10 -9.99 -7.02
Cl -5.02 -7.51 -8.50
Cl -7.49 -8.40 -7.31
Cl -5.34 -7.46 -5.64
C 0.86 -6.50 5.12
Cl 1.17 -4.88 4.50
Cl -0.69 -6.52 5.97
Cl 0.81 -7.65 3.78
Cl 2.15 -6.96 6.24
C 0.11 0.00 7.63
Cl -0.33 -0.19 9.32
Cl -0.94 -1.00 6.63
Cl -0.06 1.70 7.17
Cl 1.80 -0.50 7.40
C 5.75 -0.03 0.59
Cl 4.03 -0.34 0.84
Cl 6.21 1.47 1.40
Cl 6.69 -1.37 1.25
Cl 6.06 0.11 -1.15
C 6.11 0.71 6.23
Cl 4.44 0.33 6.70
Cl 6.62 2.18 7.06
Cl 7.15 -0.65 6.71
Cl 6.25 0.95 4.49
C -3.09 1.37 12.28
Cl -2.38 1.78 10.72
Cl -4.47 0.29 12.04
Cl -1.89 0.55 13.28
Cl -3.61 2.86 13.10
C 8.00 -5.26 0.79
Cl 8.66 -6.92 0.82
Cl 8.63 -4.40 -0.62
Cl 6.24 -5.29 0.69
Cl 8.47 -4.42 2.27
C 5.15 -0.64 10.69
Cl 5.85 -2.26 10.71
Cl 6.38 0.53 10.19
Cl 3.79 -0.60 9.55
Cl 4.57 -0.22 12.31
C 5.03 -9.61 1.65
Cl 5.64 -11.25 1.86
Cl 6.35 -8.52 1.22
Cl 3.82 -9.59 0.36
Cl 4.28 -9.06 3.16
C -1.66 5.77 1.59
Cl -2.42 5.65 3.19
Cl -2.56 4.79 0.44
Cl -1.66 7.45 1.06
Cl 0.00 5.18 1.69
C 10.79 2.54 5.86
Cl 9.59 1.32 6.27
Cl 11.62 3.06 7.34
Cl 11.97 1.86 4.73
Cl 9.99 3.93 5.12
C 2.43 -10.29 -4.13
Cl 3.18 -9.17 -5.27
Cl 3.11 -11.91 -4.34
Cl 2.73 -9.74 -2.48
Cl 0.68 -10.35 -4.43
C -1.99 9.89 -8.49
Cl -0.42 10.50 -7.96
Cl -2.19 8.21 -7.91
Cl -3.27 10.89 -7.81
Cl -2.08 9.93 -10.25
C 6.60 0.80 15.67
Cl 5.56 -0.60 15.98
Cl 7.18 0.74 14.01
Cl 5.67 2.28 15.92
Cl 7.97 0.77 16.79
C -7.27 3.46 10.33
Cl -7.02 2.44 8.91
Cl -8.73 2.95 11.18
Cl -5.87 3.31 11.41
Cl -7.44 5.15 9.82
C -3.01 11.52 -0.07
Cl -2.47 10.41 -1.34
Cl -1.65 12.53 0.44
Cl -4.30 12.54 -0.69
Cl -3.60 10.58 1.31
C -5.46 -3.09 14.16
Cl -5.11 -4.10 12.76
Cl -4.09 -2.02 14.47
Cl -6.90 -2.11 13.84
Cl -5.75 -4.11 15.57
```

HOMO energy ... -8.49 eV
LUMO level ... -0.6 eV
Multiplicity ... 1

Löwdin atomic charge list, values in e, 5 entries: atom 1 (C): -0.16, atom 2 (C): -0.45, atom 3 (P): 1.01, atom 4 (C): -0.32, atom 5 (C): -0.56



The following is a DFT calculation (ωB97M-V/def2-TZVPD) of a structure of composition C46H34F5InNO4P2S3 in a non-equilibrium geometry.

```
96
C46H34F5InNO4P2S3 ωB97M-V/def2-TZVPD
In 1.59 0.32 1.15
C -0.97 -0.49 4.99
C 0.05 0.04 4.01
S 0.69 -1.18 2.93
C 0.38 1.35 4.02
C -0.27 2.30 4.99
S 1.54 2.12 2.97
H -1.18 -1.53 4.77
H -1.90 0.08 4.94
H -0.58 -0.43 6.01
H 0.05 2.06 6.01
H -1.35 2.24 4.95
H 0.04 3.32 4.77
F 8.61 -0.76 2.05
C 7.45 -0.26 1.57
C 6.24 -0.65 2.12
F 6.21 -1.56 3.10
C 5.06 -0.09 1.67
F 3.92 -0.44 2.31
C 5.01 0.83 0.61
S 3.59 1.49 -0.09
C 6.26 1.21 0.09
F 6.31 2.13 -0.90
C 7.45 0.69 0.56
F 8.62 1.10 0.03
O -2.33 0.07 -1.98
C -3.04 -1.09 -2.15
C -3.94 -1.33 -3.19
C -4.61 -2.54 -3.23
C -4.38 -3.51 -2.27
C -3.42 -3.30 -1.30
C -2.73 -2.10 -1.24
P -1.24 -1.86 -0.16
C -0.34 -3.32 -0.81
C 0.55 -4.02 -0.01
C 1.31 -5.05 -0.55
C 1.21 -5.36 -1.90
C 0.36 -4.62 -2.71
C -0.41 -3.61 -2.17
C -2.07 -2.48 1.36
C -2.77 -1.49 2.06
C -3.48 -1.80 3.20
C -3.48 -3.10 3.68
C -2.77 -4.08 3.01
C -2.08 -3.78 1.84
C -2.86 1.32 -2.09
C -4.13 1.65 -2.53
C -4.48 2.99 -2.65
C -3.58 3.99 -2.31
C -2.35 3.65 -1.78
C -1.98 2.32 -1.65
P -0.41 1.71 -0.89
C 0.00 3.24 0.02
C -0.92 3.65 0.99
C -0.66 4.75 1.78
C 0.53 5.45 1.63
C 1.46 5.03 0.70
C 1.20 3.93 -0.11
C 0.63 1.83 -2.39
C 1.28 0.67 -2.80
C 2.11 0.68 -3.91
C 2.26 1.85 -4.64
C 1.58 3.00 -4.26
C 0.77 2.99 -3.14
H -4.07 -0.60 -3.97
H -5.31 -2.72 -4.04
H -4.92 -4.44 -2.31
H -3.18 -4.08 -0.60
H 0.68 -3.72 1.02
H 2.00 -5.60 0.08
H 1.82 -6.15 -2.32
H 0.31 -4.82 -3.77
H -1.04 -3.02 -2.82
H -2.73 -0.48 1.69
H -4.02 -1.03 3.72
H -4.02 -3.34 4.59
H -2.76 -5.09 3.39
H -1.54 -4.56 1.33
H -4.86 0.89 -2.77
H -5.46 3.25 -3.01
H -3.85 5.03 -2.43
H -1.67 4.42 -1.45
H -1.84 3.08 1.12
H -1.38 5.07 2.52
H 0.74 6.30 2.25
H 2.41 5.55 0.59
H 1.93 3.60 -0.83
H 1.12 -0.24 -2.25
H 2.62 -0.22 -4.19
H 2.89 1.87 -5.51
H 1.69 3.91 -4.83
H 0.23 3.89 -2.86
O 3.61 -1.72 -0.10
N 2.67 -1.75 -0.86
O 2.73 -2.23 -1.98
O 1.56 -1.27 -0.48
```

HOMO energy ... -4.39 eV
Total charge ... -1
LUMO level ... 2.2 eV
Relative energy (zero: lowest compared OMol25 entry of this formula, charge and spin) ... 100.12 kJ/mol
Multiplicity ... 1

Löwdin atomic charge list, values in e, 5 entries: atom 1 (In): 0.34, atom 2 (C): -0.14, atom 3 (C): -0.77, atom 4 (S): 0.64, atom 5 (C): -0.79